Computed, not measured: C8H13BN2O4 in the gas phase in a non-equilibrium geometry, with wB97M-V/def2-TZVPD.

The calculation puts the LUMO energy at 0.0 eV. For the HOMO-LUMO gap, the calculation gives 10.383 eV. As for the charge: 0. Its highest occupied orbital energy is -0.383 Eh. Its SMILES is CCO[C@@H](C#N)[C@](C#N)(OCC)B(O)O.

The geometry in XYZ format:
```
28
C8H13BN2O4, DFT wB97M-V/def2-TZVPD
O 1.96940 1.97189 -1.50689
O -1.07581 0.40156 -1.70987
O 1.89676 -0.83669 0.21636
O 0.47824 2.95941 0.20559
N -1.17557 0.15989 1.97045
N -0.34714 -3.24636 -1.34212
C -3.56581 0.35709 -1.03091
C 1.58047 -1.79221 1.26844
C 0.88347 -0.77306 -0.80699
C 2.42502 -1.29936 2.58356
C -0.15166 0.48027 -0.60787
C -2.25943 1.21901 -1.52016
C 0.12665 -2.16419 -1.08983
C -0.82084 0.47303 0.85024
B 0.82000 1.82458 -0.64905
H -4.43119 0.50960 -1.78988
H 1.44152 -0.52357 -1.79563
H 1.94436 -2.85034 0.95464
H 2.79792 1.64395 -1.06334
H -3.34481 -0.76789 -0.96498
H -2.55323 1.60809 -2.57613
H -2.11384 2.15524 -0.87747
H 0.48605 -1.80462 1.60022
H 1.70005 -1.35235 3.49002
H -3.85595 0.78254 0.00096
H 2.66526 -0.17181 2.46613
H 1.11798 2.96544 0.96080
H 3.36212 -1.92914 2.76371
```


Computed, not measured: C5H3NO in the gas phase in a non-equilibrium geometry, with wB97M-V/def2-TZVPD.

The calculation puts the LUMO energy at -0.6 eV. As for the relative energy (zero: lowest compared OMol25 entry of this formula, charge and spin): 3.785 eV. For the HOMO-LUMO gap, the calculation gives 9.798 eV. As for the charge: 0. Its highest occupied orbital energy is -0.381 Eh. Its SMILES is C#CCC(=O)C#N.

The geometry in XYZ format:
```
10
C5H3NO, DFT wB97M-V/def2-TZVPD
O -2.03103 -0.34119 0.54109
N -2.77698 2.31685 0.05306
C -1.92604 1.52653 0.10067
C 1.52093 -0.41474 0.00841
C 0.10999 -0.62332 -0.30855
C -1.06746 0.31033 0.16832
C 2.69274 -0.30373 0.25792
H -0.02331 -0.70124 -1.39585
H 3.72995 -0.16955 0.48399
H -0.22876 -1.59993 0.09093
```


Computed, not measured: 13 unconnected molecules or ions with the total composition C19H64N2O13 in a non-equilibrium geometry, with wB97M-V/def2-TZVPD.

The calculation puts the LUMO energy at 0.0 eV. As for the relative energy (zero: lowest compared OMol25 entry of this formula, charge and spin): 9.511 eV. For the HOMO-LUMO gap, the calculation gives 8.691 eV. As for the charge: 0. Its highest occupied orbital energy is -0.321 Eh.

The geometry in XYZ format:
```
98
C19H64N2O13, DFT wB97M-V/def2-TZVPD
O 4.09385 -1.84927 -0.70854
O -0.61751 0.15415 1.14808
O -3.86281 2.08093 3.41454
O 2.55788 5.14390 0.48269
O 0.84786 -5.15423 1.37696
O -2.60265 -1.93585 1.75301
O 1.70100 0.67292 3.07634
O -0.76736 2.32853 -3.29300
O 2.67118 -2.19092 3.20065
O 1.81776 -3.92898 -3.43258
O -3.12109 0.56821 -0.15869
O -2.90930 -0.28590 -3.19403
O -2.03723 4.32360 -0.04464
N -0.00797 3.59115 -1.01332
N 0.00298 4.87215 0.62932
C -3.42300 1.71052 -0.80911
C 2.04871 -2.14287 1.87729
C 1.08358 -1.94888 -2.43684
C -2.83400 -1.73280 -3.33495
C 0.78560 -3.05192 -3.41040
C -2.78834 -1.88999 3.14052
C 0.07653 1.33498 -3.88363
C 1.02232 1.87763 3.40625
C 3.87152 -0.44907 -0.69299
C 1.52018 1.40592 -3.43611
C -3.80016 -2.44821 -2.22240
C -0.74432 4.27654 -0.21509
C -0.31098 -3.98972 -0.39123
C 0.03162 0.32293 -0.10643
C -0.37941 -4.79777 0.90126
C 3.02413 2.77445 0.22388
C -1.43753 -1.96054 3.76964
C -2.51823 2.02346 3.00936
C 3.51143 4.12921 0.76673
H 1.92218 0.29361 3.89977
H -1.88591 -2.20683 -3.09278
H 0.73045 1.18836 -0.06089
H 1.02039 4.96527 0.62320
H 2.60569 -2.55721 1.05060
H 0.00621 -3.02270 -0.21411
H -2.68908 2.06933 -1.41811
H 0.56624 -0.65378 -0.20726
H 1.70984 2.70102 3.69291
H 4.81298 0.04709 -0.57264
H 2.08173 0.85280 -4.17513
H -3.45053 -1.03706 3.37472
H -0.33541 3.16458 -1.93053
H 2.20930 -1.63083 3.79710
H -3.18247 -2.10149 -4.31733
H -1.94890 2.77410 3.56500
H -4.80366 -1.99915 -2.33668
H -3.51349 -2.42165 -1.17497
H -2.23196 0.57523 0.25746
H -1.06983 -5.56241 0.52153
H 1.83264 2.43796 -3.44543
H -4.17419 1.49048 -1.55633
H -0.78816 -1.07840 3.74912
H -3.32604 -2.79728 3.39881
H 0.68799 -5.23393 2.34571
H -2.08181 1.04101 3.12528
H 0.43054 -4.46865 -1.04934
H -1.65282 -2.17511 4.87594
H -1.90157 -1.28425 1.57454
H 0.00866 1.37210 -4.95497
H 4.54918 -2.04245 0.13099
H -2.62282 -0.02728 -2.30467
H 1.01441 -2.57725 2.00295
H 1.86529 1.04938 -2.52320
H 2.65452 -3.50176 -3.41097
H 3.85891 2.07941 0.38677
H 1.85314 -1.17529 1.54840
H -4.00517 1.44437 4.12949
H 0.17706 -1.33976 -2.18524
H 3.55497 4.24273 1.87773
H -3.89724 -3.47617 -2.47739
H -0.60354 0.26591 -1.01993
H -3.80563 2.54107 -0.20312
H 0.33726 1.58927 4.11269
H 2.11222 2.41070 0.77930
H -0.90739 -4.15907 1.63165
H 0.44599 2.17357 2.56790
H 2.91542 5.96357 0.76978
H 4.48022 4.50254 0.31160
H -0.28301 0.39431 -3.70118
H 3.40061 0.01434 -1.55029
H 2.87676 3.02897 -0.87227
H -2.48991 2.40743 1.96608
H -0.00171 -0.02727 1.88092
H -1.32182 -3.87332 -0.86609
H -0.46488 5.31988 1.39601
H 0.98446 3.66331 -0.98305
H 3.30751 -0.19729 0.16803
H 1.75419 -1.19872 -2.74762
H 0.69117 -2.63936 -4.40382
H -0.92936 -2.83855 3.33548
H -0.79183 3.14870 -3.81141
H -0.20659 -3.44206 -3.15951
H 1.40236 -2.30032 -1.51379
```


Computed, not measured: C4HF3 in the gas phase in a non-equilibrium geometry, with wB97M-V/def2-TZVPD.

The calculation puts the LUMO energy (spin up / spin down) at -0.7 / -3.6 eV. As for the relative energy (zero: lowest compared OMol25 entry of this formula, charge and spin): 2.495 eV. For the HOMO-LUMO gap (spin up / spin down), the calculation gives 9.726 / 7.642 eV. As for the charge: 0. Its highest occupied orbital energy (spin up / spin down) is -0.383 / -0.415 Eh. The multiplicity is 3.

The geometry in XYZ format:
```
8
C4HF3, DFT wB97M-V/def2-TZVPD
F -0.92323 0.08830 -1.24674
F -1.35503 -0.52174 0.86340
F -1.62841 1.47701 0.03822
C 0.66972 0.49911 0.32849
C 1.51339 -1.96021 -0.20756
C -0.83663 0.41888 0.03049
C 1.44680 -1.08868 0.64497
H 1.11339 1.08732 -0.45127
```


Computed, not measured: a gas-phase ion, C7H7N2S (charge +1) in a non-equilibrium geometry, with wB97M-V/def2-TZVPD.

The calculation puts the LUMO energy (spin up / spin down) at -5.1 / -4.7 eV. As for the relative energy (zero: lowest compared OMol25 entry of this formula, charge and spin): 5.566 eV. For the HOMO-LUMO gap (spin up / spin down), the calculation gives 6.840 / 7.352 eV. As for the charge: +1. Its highest occupied orbital energy (spin up / spin down) is -0.439 / -0.442 Eh.

The geometry in XYZ format:
```
17
C7H7N2S, DFT wB97M-V/def2-TZVPD
S 2.16734 1.11262 -0.30691
N -0.58964 -1.85830 -0.06678
N -1.15899 2.72309 0.09954
C -0.75232 1.38072 -0.03545
C -1.73621 0.34767 -0.10343
C 2.04381 -1.59904 0.03890
C 2.82165 -0.46343 -0.17396
C 0.60715 1.03452 -0.18116
C -1.69950 -0.96836 -0.13178
C 0.71517 -1.61503 0.08183
H -2.05062 2.96583 0.39336
H -0.98047 -2.75241 0.16932
H -2.70996 0.72550 0.02328
H -2.76350 -1.34464 -0.09665
H 3.91074 -0.67109 -0.11155
H -0.43541 3.52425 0.13008
H 2.61076 -2.54188 0.27136
```


Computed, not measured: 2 unconnected molecules or ions with the total composition C3H6N2O in a non-equilibrium geometry, with wB97M-V/def2-TZVPD.

The calculation puts the LUMO energy (spin up / spin down) at 0.8 / -3.0 eV. As for the relative energy (zero: lowest compared OMol25 entry of this formula, charge and spin): 1.740 eV. For the HOMO-LUMO gap (spin up / spin down), the calculation gives 6.641 / 7.214 eV. As for the charge: 0. Its highest occupied orbital energy (spin up / spin down) is -0.214 / -0.375 Eh. The multiplicity is 3.

The geometry in XYZ format:
```
12
C3H6N2O, DFT wB97M-V/def2-TZVPD
O -1.90299 -1.95669 -0.24442
N -1.56106 0.33639 -0.14752
N 0.91510 -1.06820 -0.59591
C -0.98998 1.57057 0.16176
C 1.83019 -0.95562 0.22189
C -1.62639 -0.82248 -0.12002
H 1.67588 -0.38612 1.10526
H -1.60463 2.51167 -0.29981
H -1.02325 1.70187 1.30327
H 1.29388 -1.48555 -1.37915
H 0.06196 1.58958 -0.02179
H 2.93130 -1.03542 0.01645
```


Computed, not measured: a molecular structure, C5H16InOSi, with wB97M-V/def2-TZVPD.

The calculation puts the LUMO energy at 3.1 eV. For the HOMO-LUMO gap, the calculation gives 7.710 eV. As for the charge: -1. Its highest occupied orbital energy is -0.169 Eh.

The geometry in XYZ format:
```
24
C5H16InOSi, DFT wB97M-V/def2-TZVPD
In 1.02824 2.15719 -3.08540
Si -0.43190 -0.82710 1.12600
O 0.52699 0.48971 0.97893
C 0.83297 2.12943 -0.85772
C 1.16449 0.76450 -0.30581
C -2.09834 -0.58519 0.29330
C 0.35646 -2.42207 0.49891
C -0.73409 -1.02684 2.97156
H 0.73347 -2.98297 1.35480
H -1.47213 -0.29274 3.29224
H 2.71434 1.82712 -3.59011
H -2.07043 0.12001 -0.53433
H -0.05741 0.87847 -3.71282
H -2.80886 -0.21044 1.03146
H 2.23752 0.68553 -0.13054
H 1.18717 -2.27036 -0.18531
H 1.45091 2.89226 -0.38485
H -2.49414 -1.53032 -0.07915
H 0.19311 -0.82412 3.50452
H -0.39271 -3.03339 -0.00187
H -0.21186 2.34418 -0.62492
H 0.87235 -0.00710 -1.02286
H 0.56391 3.75007 -3.75264
H -1.09006 -2.02582 3.21661
```


Computed, not measured: 15 unconnected molecules or ions with the total composition C41H72N14O2P in a non-equilibrium geometry, with wB97M-V/def2-TZVPD.

The calculation puts the LUMO energy at 1.9 eV. For the HOMO-LUMO gap, the calculation gives 5.687 eV. As for the charge: -1. Its highest occupied orbital energy is -0.139 Eh.

The geometry in XYZ format:
```
130
C41H72N14O2P, DFT wB97M-V/def2-TZVPD
P -2.59477 0.07467 -5.55002
O -0.94715 0.61017 -5.91937
O -2.60205 1.02284 -4.07011
N -1.12331 5.53340 0.43378
N 1.46569 -5.76554 -0.21480
N 2.74138 6.45857 -3.09146
N 0.59867 9.78635 -3.20938
N 1.41156 -1.26929 1.69199
N 1.22800 -4.56899 -5.94015
N 1.86949 2.44975 0.92185
N 1.51746 -4.62328 5.81846
N 3.26888 0.73135 5.10544
N 1.42760 10.47271 -0.00776
N -1.32433 0.06048 4.82035
N -2.25827 -4.44607 2.47205
N 6.34215 0.43577 2.07013
N -2.25693 -6.64942 7.57655
C -0.00317 -1.14079 -1.50894
C -1.12437 -5.62706 -5.57942
C 2.46613 -1.19837 6.66329
C -0.44543 1.46040 -4.95892
C -0.80143 9.19604 0.42859
C 1.04815 2.30255 1.69939
C 1.11828 9.67503 -4.22036
C -3.10501 -0.53081 2.67125
C 0.19803 -5.03931 -5.78995
C -0.71520 -3.37659 -2.61198
C -2.71813 -2.45663 -4.07762
C -4.01319 -0.78640 1.44465
C -1.84650 -0.42496 0.06225
C 1.81298 -4.44566 3.23892
C -0.15429 -2.66036 -1.36718
C -1.67248 2.02647 -4.15276
C 2.36485 -0.78710 1.29986
C -0.60941 5.37448 -0.57317
C 0.06261 5.17222 -1.85528
C 1.78638 9.50765 -5.51056
C 0.01534 -7.92271 7.58109
C -2.29210 -4.18693 3.58452
C 7.65993 -0.01491 -0.13191
C -1.29210 -0.34234 -1.37778
C 0.44752 -7.75307 -1.55363
C 2.91860 -0.11694 5.78569
C -1.72014 0.99774 5.32788
C -0.00687 2.12252 2.69483
C -1.76019 -1.45103 -4.74357
C 3.10531 8.53378 -1.55818
C 2.90162 7.37165 -2.42249
C 1.02489 -6.64465 -0.79453
C 3.57934 -0.15829 0.79002
C -2.23749 -3.13410 -2.76553
C -2.24068 2.20037 5.97811
C 0.44966 9.91390 0.18296
C -1.26498 -7.21551 7.58319
C -2.32881 -3.85768 5.01058
C -3.37171 -0.43780 0.07042
C 1.64916 -4.54893 4.68756
C 6.91990 0.23674 1.10514
H -1.23163 2.37448 -3.21284
H 3.01325 9.44257 -2.14384
H -0.35771 -8.20985 -0.98197
H -3.35727 -3.70597 5.33117
H -3.69816 -1.18664 -0.65150
H 1.21283 -8.49960 -1.75603
H -3.26729 2.03025 6.29632
H 2.36303 8.54469 -0.77567
H -3.05381 -3.19095 -4.81014
H -1.95842 2.91509 -4.74130
H -1.07679 -6.70563 -5.72232
H -0.96176 -1.11119 -4.08752
H 0.05080 -7.38204 -2.49668
H 0.91553 4.50974 -1.72271
H 2.67013 8.88435 -5.38632
H -0.89582 1.71154 2.22547
H -2.61474 -2.59670 -1.90343
H -2.63654 -1.46216 2.96467
H -3.12223 1.27037 -6.20238
H 4.24883 0.10919 1.61037
H 2.81629 -4.75687 2.95539
H 2.08230 10.47931 -5.90095
H -0.62470 4.72823 -2.57441
H -1.76122 -2.94677 5.19561
H 7.00703 -0.49041 -0.86140
H -2.21732 3.03596 5.28070
H 1.10934 9.02880 -6.21452
H -0.67724 8.13959 0.19450
H -3.75463 -0.24227 3.49856
H 1.08701 -5.07900 2.73253
H -1.58835 9.61045 -0.19801
H -2.05387 -0.57302 -2.11301
H 0.53511 -0.87785 -2.41788
H -4.30487 -1.83469 1.43680
H 1.99900 -1.98559 6.07558
H -1.83148 -5.20101 -6.28814
H 4.09618 8.49465 -1.10804
H -2.73382 -4.11123 -2.73132
H -1.26764 -1.97736 -5.56183
H -0.14507 -8.97525 7.80600
H 8.02469 0.92547 -0.53936
H -1.08321 9.29619 1.47447
H 0.62958 -0.81359 -0.67357
H 1.74189 -0.81143 7.37720
H 0.67389 -7.49101 8.33134
H 0.32753 1.44717 3.47727
H -2.57407 -0.60182 -6.84243
H 4.09493 -0.85144 0.12554
H 3.31325 -1.61440 7.20452
H -1.46304 -5.40903 -4.56707
H -2.39242 0.26184 2.52651
H -1.63128 2.44212 6.84652
H 3.31353 0.74151 0.23605
H -3.62299 -1.89665 -3.81646
H 0.41113 6.12646 -2.23925
H 8.50500 -0.66909 0.07172
H 1.65761 -3.41237 2.92553
H 0.48233 -7.83058 6.60294
H -0.59336 -4.44571 -2.39067
H -1.03637 0.70183 -1.56050
H 0.85681 -3.05662 -1.23871
H -0.70959 -2.94407 -0.47605
H -1.42198 -1.25740 0.62033
H -1.89396 -4.67076 5.58897
H -3.78994 0.50108 -0.28688
H -4.91120 -0.17940 1.54838
H 0.25345 2.21004 -5.34036
H -3.94971 -0.35692 -5.27250
H -0.12952 -3.18762 -3.50764
H -1.53728 0.49610 0.55606
H 0.12056 0.90724 -4.18060
H -0.24964 3.08953 3.13521
```